{
  "formula": "HN4P",
  "method": "ωB97M-V/def2-TZVPD",
  "smiles": "N1=NN=[PH]=N1",
  "orbital_gap_ev": 8.4,
  "multiplicity": 1,
  "homo_ev": -9.7718,
  "species": ["N", "N", "N", "P", "N", "H"],
  "positions_angstrom": [[1.143, 0.022, -0.823], [1.425, -0.125, 0.392], [0.820, -0.270, 1.373], [-1.052, 0.194, 0.383], [-0.138, 0.151, -0.969], [-2.199, 0.028, -0.356]],
  "mulliken_charge": [-0.4011, 0.4346, -0.2469, 0.1420, -0.0319, 0.1033]
}

***

{
  "formula": "HNO",
  "method": "ωB97M-V/def2-TZVPD",
  "smiles": "N=O",
  "orbital_gap_ev": 9.1,
  "multiplicity": 1,
  "homo_ev": -9.9366,
  "species": ["N", "O", "H"],
  "positions_angstrom": [[-0.381, -0.027, 0.171], [0.214, 0.950, -0.362], [0.166, -0.922, 0.191]],
  "mulliken_charge": [-0.0136, -0.2135, 0.2271]
}

***

{
  "formula": "HNO2S",
  "method": "ωB97M-V/def2-TZVPD",
  "orbital_gap_ev": [8.2, 8.9],
  "multiplicity": 1,
  "homo_ev": [-9.5410, -10.2814],
  "species": ["N", "O", "O", "S", "H"],
  "positions_angstrom": [[2.700, -0.984, -0.592], [3.308, -1.840, 0.112], [0.426, -0.063, 0.807], [1.482, -0.004, -0.233], [2.688, -1.245, -1.460]],
  "mulliken_charge": [0.1690, -0.4233, -0.3989, 0.3995, 0.2538]
}

***

{
  "formula": "HNO2S2",
  "method": "ωB97M-V/def2-TZVPD",
  "orbital_gap_ev": [7.6, 7.6],
  "multiplicity": 1,
  "homo_ev": [-9.5802, -9.5799],
  "species": ["N", "O", "O", "S", "S", "H"],
  "positions_angstrom": [[-0.919, 0.757, 1.199], [-1.808, 0.325, 3.408], [-3.376, -0.465, 1.596], [-0.669, 0.456, -0.348], [-2.068, -0.009, 2.040], [0.353, -0.525, -0.116]],
  "mulliken_charge": [-0.1866, -0.4005, -0.4164, -0.1042, 0.9451, 0.1627]
}

***

E (computed, eV): -15260.60021, -3550.68379, -16431.87451, -27268.39449
ΔE to the lowest compared entry with this formula, charge and spin (computed, kcal/mol): 31.97, 5.63, 62.87, 21.24
F_max (computed, eV Å⁻¹): 4.040, 5.021, 8.008, 3.594